# C8H10Br2

A molecular structure, C8H10Br2 at a distorted geometry (wB97M-V/def2-TZVPD, the Open Molecules 2025 dataset).

```
20
Properties=species:S:1:pos:R:3:forces:R:3:lowdin_charge:R:1
C -0.406107 -0.999672 -1.786314 2.0 -0.3 0.9 -0.068
C 1.080601 -1.589053 -1.730698 -1.5 0.0 3.8 -0.080
C -0.903289 1.122115 2.255822 -0.3 -1.3 -0.4 -0.084
C -1.657742 0.764146 0.982051 -0.3 0.9 0.0 -0.148
C 1.047306 1.133817 -0.722025 -1.1 -1.1 -1.1 -0.177
C 0.762846 -0.211801 -1.359217 -0.7 1.5 2.8 -0.237
C -0.412032 0.073141 1.259590 1.0 -1.4 1.3 -0.864
C 0.843262 0.438591 0.550529 0.5 -3.8 -0.8 -0.600
Br -0.512352 -1.851400 1.734894 -0.5 0.6 0.0 0.660
Br 2.430470 -0.549357 1.255877 -0.7 1.2 -0.4 0.651
H -0.813855 -0.772187 -2.738696 -0.4 0.0 -0.8 0.085
H -1.101749 -1.278506 -1.014469 -0.2 -0.5 0.1 0.059
H 1.447372 -2.362767 -0.955296 -1.1 1.4 -1.0 0.112
H 1.588397 -1.691379 -2.594872 1.4 -0.4 -3.0 0.048
H -0.281479 1.936737 2.040855 0.7 1.5 0.9 0.082
H -1.259369 0.893088 3.284786 0.2 0.2 -1.2 0.126
H -2.656052 0.369769 1.115161 0.3 -0.5 -0.4 0.114
H -1.457645 1.385479 0.123761 -1.0 0.6 0.0 0.091
H 2.089961 1.368586 -0.835388 0.0 1.2 -0.2 0.099
H 0.171456 1.820652 -0.866351 1.5 0.0 -0.5 0.130
```
Positions in Å, forces in eV/Å.

Properties
Energy above the lowest of the compared OMol25 structures with the same formula, charge and spin (kcal/mol): 128.7
LUMO level (eV): 0.569
Highest occupied orbital energy (eV): -7.7
Max |F| (Eh/bohr): 0.0803
Spin multiplicity: 1